{"formula": "C6H7N", "method": "ωB97M-V/def2-TZVPD", "elements": ["C", "H", "H", "N", "C", "H", "H", "C", "C", "H", "H", "C", "C", "H"], "positions_angstrom": [[-0.031812, 0.496793, 0.677117], [-0.232234, -2.390796, -0.099069], [-0.905955, 0.164506, 1.238988], [-2.945428, -0.845094, -0.623734], [0.488193, 1.830739, 1.044276], [0.697375, 1.897435, 2.116626], [2.118223, -0.915133, -1.348476], [1.739679, -0.022056, -0.806556], [-1.842416, -1.193074, -0.691484], [-0.318480, 2.549019, 0.841962], [-0.161764, -1.815770, -1.755966], [0.439611, -0.318699, -0.319433], [-0.416750, -1.519526, -0.735090], [1.371757, 2.081655, 0.460843]], "forces_ev_per_a": [[0.1, 0.0, -0.2], [0.0, 0.1, 0.0], [0.0, 0.0, -0.1], [1.2, -0.5, -0.1], [0.1, 0.0, 0.0], [0.0, 0.0, -0.1], [-0.1, 0.1, 0.1], [-0.3, -0.3, 0.0], [-1.2, 0.4, 0.1], [0.1, -0.1, 0.1], [0.0, 0.0, 0.1], [0.1, 0.3, 0.2], [0.1, -0.2, -0.1], [-0.1, 0.0, 0.1]], "mol_weight_g_mol": 93.129, "lumo_ha": -0.0398, "homo_ev": -8.668, "gap_ha": 0.27877}


{"formula": "C6H10O", "method": "ωB97M-V/def2-TZVPD", "elements": ["C", "H", "H", "H", "C", "H", "C", "H", "H", "O", "H", "C", "H", "H", "C", "C", "H"], "positions_angstrom": [[0.865957, 1.120547, -1.551635], [1.875727, -2.968481, -0.580080], [1.023090, 2.144008, -1.906025], [1.830751, 0.595875, -1.518104], [-1.634098, -0.224802, -0.055039], [0.210056, 0.594559, -2.261678], [-0.077322, 0.331839, 1.856887], [-0.393535, -0.532235, 2.446940], [0.952907, 0.588032, 2.120511], [0.297114, 1.236763, -0.265956], [-0.718818, 1.185268, 2.100018], [1.288259, -2.116974, -0.303151], [-2.061035, -1.043673, 0.536507], [-2.216246, 0.682903, 0.131893], [-0.176095, 0.041063, 0.355578], [0.650409, -1.141808, 0.008843], [-1.717122, -0.492884, -1.115509]], "forces_ev_per_a": [[0.1, 0.0, -0.3], [-0.2, 0.2, 0.1], [0.0, -0.2, 0.0], [-0.2, 0.1, 0.0], [-0.1, 0.0, 0.0], [0.1, 0.1, 0.1], [0.0, 0.0, 0.0], [0.0, 0.1, -0.1], [-0.2, -0.1, -0.1], [0.0, -0.1, 0.0], [0.1, -0.1, -0.1], [-0.2, 0.5, 0.2], [0.1, 0.1, -0.1], [0.1, -0.1, 0.0], [-0.1, -0.1, 0.2], [0.3, -0.4, -0.2], [0.1, 0.1, 0.2]], "mol_weight_g_mol": 98.145, "lumo_ha": 0.0377, "smiles": "C#CC(C)(C)OC", "homo_ev": -9.750, "gap_ha": 0.39602}


{"formula": "C18H22N2O3S", "method": "ωB97M-V/def2-TZVPD", "elements": ["S", "O", "H", "C", "H", "H", "C", "C", "C", "H", "H", "H", "H", "H", "C", "H", "H", "C", "C", "H", "H", "H", "H", "C", "N", "O", "H", "C", "H", "C", "C", "C", "H", "C", "C", "O", "C", "H", "H", "C", "C", "H", "N", "H", "C", "H"], "positions_angstrom": [[-3.089570, -0.343724, -1.506966], [-2.189351, -1.230382, -2.187941], [-3.343494, -2.846935, 0.935313], [-1.786303, -1.479398, 1.555579], [-1.105522, -2.255199, 1.897449], [-1.204623, -0.659924, 1.140632], [-4.900582, -0.799959, 0.414206], [0.010055, 1.998052, -0.403218], [4.454267, 1.335684, -0.320415], [6.566026, 1.616408, -0.277933], [5.956321, -3.147847, 0.403949], [4.227233, 2.387127, -0.287740], [-2.504955, 4.136591, 0.385452], [-5.417879, -0.248040, -0.371896], [-4.892922, 0.013000, 1.708468], [-0.330955, 0.058918, -1.346723], [-5.434018, -1.744657, 0.576983], [6.059913, -0.456565, -0.358755], [5.036914, -1.398497, -0.409328], [-5.903420, 0.345986, 1.931254], [-0.032900, 3.950359, 0.437489], [1.439732, -0.028146, -0.426705], [-2.135924, -2.490290, -0.315199], [-2.130639, 1.058050, -0.923760], [-3.590944, -1.080375, -0.115200], [2.130147, 3.039497, -0.264927], [-4.250622, 0.884466, 1.608914], [1.509906, 1.999263, -0.350670], [-2.339131, -1.105252, 2.412008], [-0.754915, 0.952278, -0.912318], [5.359993, -2.860996, -0.461094], [3.725385, -0.955988, -0.413553], [5.941423, -3.086976, -1.353995], [-2.726047, -2.057260, 0.495831], [-0.640499, 3.140484, 0.062134], [-4.243279, 0.151819, -2.196660], [-2.776355, 2.188142, -0.462842], [2.918860, -1.676754, -0.454986], [7.087718, -0.788460, -0.355179], [3.423831, 0.404522, -0.370057], [5.765416, 0.892915, -0.315391], [-4.541285, -0.586823, 2.543837], [2.069787, 0.760344, -0.380309], [-3.852080, 2.237406, -0.520671], [-2.019886, 3.240199, 0.030370], [4.455182, -3.463063, -0.475451]], "forces_ev_per_a": [[-0.1, -0.1, 0.4], [0.2, 0.1, 0.2], [0.0, 0.1, -0.1], [-0.2, -0.2, -0.1], [0.1, -0.1, 0.1], [0.1, 0.0, 0.0], [-0.5, 0.4, 0.1], [-0.4, 0.2, 0.0], [-0.1, 0.2, 0.0], [0.1, 0.1, 0.0], [0.0, -0.1, 0.0], [0.0, 0.0, 0.0], [0.0, 0.1, 0.0], [-0.2, -0.1, 0.2], [0.0, -0.2, -0.2], [0.1, -0.1, 0.0], [0.1, 0.1, -0.1], [0.0, 0.0, 0.0], [-0.1, 0.1, 0.0], [-0.1, 0.0, 0.1], [0.0, 0.1, 0.0], [0.1, 0.2, 0.1], [-0.1, -0.2, 0.2], [-0.3, -0.5, -0.3], [0.2, 0.3, -1.1], [0.0, 0.0, 0.0], [0.0, 0.1, 0.0], [-0.1, 0.0, 0.0], [0.0, 0.1, 0.1], [0.2, 0.1, 0.0], [0.0, 0.0, 0.0], [0.1, 0.1, 0.0], [0.0, -0.1, 0.0], [0.6, -0.2, 0.2], [0.2, -0.1, 0.0], [0.0, 0.2, 0.2], [-0.1, 0.1, 0.0], [-0.1, -0.1, 0.0], [0.1, 0.0, 0.0], [0.4, 0.1, 0.0], [0.0, -0.2, 0.0], [0.0, 0.0, 0.1], [-0.3, -0.4, -0.1], [-0.2, 0.1, 0.0], [-0.1, -0.1, 0.0], [0.0, -0.1, 0.0]], "mol_weight_g_mol": 346.452, "lumo_ha": 0.0051, "smiles": "CCN(CC)S(=O)(=O)c1cccc(C(=O)Nc2cccc(C)c2)c1", "homo_ev": -8.555, "gap_ha": 0.31953}


{"formula": "C17H28CdNO2P2Te", "method": "ωB97M-V/def2-TZVPD", "elements": ["H", "C", "C", "H", "H", "H", "H", "Te", "H", "H", "H", "H", "H", "C", "H", "C", "C", "H", "C", "C", "H", "P", "C", "C", "H", "H", "H", "C", "C", "H", "C", "Cd", "H", "H", "H", "C", "H", "H", "O", "C", "N", "C", "H", "C", "H", "H", "H", "H", "O", "H", "C", "P"], "positions_angstrom": [[2.113455, -0.267391, 5.611592], [0.425662, 1.052700, 5.839005], [-2.533465, 2.017494, -2.189856], [1.943274, -2.586351, -4.024779], [-1.361001, 2.259008, 5.832979], [-2.560972, 3.021346, -1.736291], [-4.790718, 0.666983, -0.597181], [-1.670359, -1.437488, 2.178154], [-4.034092, 1.967063, 0.383454], [3.253074, -2.964247, 0.553686], [1.499437, -3.113551, 0.253807], [4.634556, -0.586280, 0.431415], [3.106103, -1.288138, -2.213581], [1.117003, -0.011405, 5.247418], [0.071493, 2.064194, -0.776118], [2.242340, -1.478916, -1.576756], [-0.154828, -2.657011, -4.041886], [-3.479771, 1.843629, -2.722965], [-2.602894, -0.738313, -1.862237], [-3.936052, 0.926368, 0.042737], [3.846699, 0.972714, 0.014021], [2.170846, -0.836165, 0.104628], [3.735076, 0.036700, 0.592461], [2.263100, -2.542557, 0.811861], [3.682174, 0.299501, 1.665647], [-3.891116, 0.247129, 0.906894], [2.063740, -2.576639, 1.895167], [0.533857, -0.750014, 4.204991], [1.066470, -1.503019, -2.352283], [-1.716173, 1.918675, -2.924898], [-1.338709, -2.237100, -3.464408], [-0.225134, 0.136156, 0.355926], [-2.290759, -2.594740, -3.817516], [0.654370, 3.615312, -0.471439], [2.504636, 1.889997, -3.602591], [-0.843974, 1.418106, 5.370715], [-0.203787, -3.377039, -4.844415], [0.880116, 1.604566, 6.670366], [2.443089, 2.626298, -3.012713], [-1.298463, -1.318762, -2.414911], [-0.122781, -0.941419, -1.897822], [-0.792032, -0.441545, 3.807584], [-3.353281, -0.534849, -2.638996], [-1.448732, 0.704024, 4.323332], [1.083956, -1.523995, 3.665562], [0.599725, 3.010317, -2.029590], [-2.388230, 1.023103, 3.871184], [-3.063162, -1.470967, -1.190950], [0.180767, 3.051255, -1.128892], [3.329123, 2.837615, -2.654021], [1.042570, -2.207403, -3.568621], [-2.386211, 0.775026, -0.878894]], "forces_ev_per_a": [[-0.2, 0.1, -0.2], [-0.2, -0.1, -0.1], [-0.2, 0.5, -0.2], [0.3, 0.1, 0.2], [0.1, -0.1, -0.2], [0.1, -0.3, -0.4], [0.2, 0.1, 0.1], [0.1, -0.2, -0.5], [-0.1, -0.3, 0.0], [-0.5, 0.3, 0.2], [0.3, 0.3, 0.5], [-0.5, 0.2, 0.0], [0.4, -0.4, 0.5], [-0.2, -0.1, -0.2], [-0.1, 1.0, -0.3], [0.0, 2.3, -0.4], [0.4, 0.0, -0.3], [0.2, 0.2, 0.1], [0.5, -0.6, 0.4], [0.0, 0.1, 0.2], [-0.1, -0.5, 0.2], [0.7, -0.9, -1.2], [-0.1, 0.0, 0.1], [-0.4, 0.3, 0.9], [0.0, -0.2, -0.5], [-0.1, 0.3, -0.2], [0.1, -0.2, -0.4], [-0.9, 0.6, 0.3], [-0.6, 0.4, 0.8], [-0.3, 0.1, 0.3], [-1.2, 0.9, 1.0], [0.0, -1.7, 0.2], [-0.2, -0.1, -0.1], [0.0, -0.4, -0.6], [0.4, -0.8, -0.5], [0.1, -0.2, -0.2], [0.1, 0.1, -0.2], [-0.2, -0.2, -0.4], [-0.1, 1.2, 1.3], [0.0, -0.7, -1.4], [0.3, -0.1, 0.9], [0.8, 1.2, -0.1], [0.3, 0.0, 0.0], [0.9, -0.6, 0.4], [-0.2, 0.1, 0.4], [0.7, 0.2, 0.3], [0.1, -0.2, 0.4], [0.1, -0.1, 0.0], [-0.1, -0.8, 0.3], [-0.7, -0.4, -0.6], [-0.3, -0.7, -0.6], [0.0, 0.3, -0.4]], "mol_weight_g_mol": 580.376, "lumo_ha": [-0.1635, -0.1635], "homo_ev": [-9.096, -9.097], "charge": 1, "gap_ha": [0.17073, 0.17077]}


{"formula": "BrTi2", "method": "ωB97M-V/def2-TZVPD", "elements": ["Br", "Ti", "Ti"], "positions_angstrom": [[0.727687, 0.463260, -0.627997], [0.964497, -2.009060, 0.568753], [-1.692183, 1.545800, 0.059243]], "forces_ev_per_a": [[-0.7, -0.5, 0.6], [0.0, 0.7, -0.4], [0.7, -0.3, -0.2]], "mol_weight_g_mol": 175.638, "lumo_ha": [-0.1547, -0.1593], "multiplicity": 7, "s2": 12.003, "homo_ev": [-10.995, -14.332], "charge": 1, "gap_ha": [0.24935, 0.36734]}


{"formula": "C16H18N2OS", "method": "ωB97M-V/def2-TZVPD", "elements": ["O", "C", "H", "C", "C", "C", "C", "H", "H", "C", "C", "H", "C", "H", "H", "H", "C", "H", "H", "C", "H", "C", "N", "H", "H", "H", "H", "C", "H", "C", "N", "H", "H", "C", "C", "C", "S", "H"], "positions_angstrom": [[-0.163649, 4.376225, 0.499695], [3.318880, -0.017750, -0.677467], [5.195571, -1.026871, -0.803566], [3.555233, 0.749831, -1.945499], [-5.220279, -1.446613, 1.003098], [-1.418207, 1.141891, -0.200965], [2.148981, 0.128295, 0.069104], [4.537879, 0.516747, -2.347385], [0.915246, 1.907288, 1.659131], [2.957458, -1.488420, 1.669969], [4.288515, -0.906568, -0.228584], [-2.736304, -1.341158, -1.424867], [-0.261196, -0.975604, -0.659168], [1.077589, -0.496315, 1.813588], [2.812168, 0.488570, -2.698927], [-5.216613, -0.403191, 1.310631], [-4.623198, -1.595322, -0.390298], [-4.647296, -2.022964, 1.726232], [3.505745, 1.824153, -1.770941], [-0.305339, 0.390756, -0.363688], [-2.152430, 3.059585, -0.074674], [1.050740, 1.085530, -0.338470], [-1.305991, 2.508784, 0.000117], [2.808445, -2.054905, 2.576724], [-4.643309, -2.645542, -0.689521], [-5.218646, -1.029180, -1.110039], [-6.246679, -1.803611, 1.013899], [-3.176804, -1.126365, -0.452748], [1.243593, 1.465753, -1.347926], [-0.167759, 3.176807, 0.368726], [-0.140546, -2.086771, -0.931683], [4.884569, -2.325097, 1.255032], [1.929542, 2.852280, 0.568391], [1.009842, 2.270176, 0.630544], [1.985897, -0.607549, 1.237082], [4.116759, -1.638756, 0.930778], [-3.117394, 0.683839, -0.209532], [-2.581030, -1.587950, 0.333215]], "forces_ev_per_a": [[0.0, 0.1, 0.0], [0.0, 0.0, 0.1], [0.1, 0.0, -0.1], [0.0, 0.0, 0.0], [0.0, 0.0, -0.2], [0.0, -0.7, -0.1], [0.2, 0.1, 0.0], [0.0, 0.0, 0.0], [0.0, 0.0, 0.0], [0.0, 0.0, 0.1], [0.0, 0.0, 0.0], [0.0, -0.1, 0.1], [-0.3, -0.8, -0.3], [-0.1, 0.0, 0.0], [0.0, 0.1, -0.1], [0.0, 0.0, 0.1], [0.0, 0.2, 0.2], [0.0, 0.0, 0.1], [0.0, 0.1, -0.1], [0.0, 1.1, 0.2], [0.2, 0.1, 0.1], [0.0, 0.0, 0.1], [-0.7, -0.1, -0.2], [0.0, -0.1, 0.1], [0.0, 0.1, -0.1], [0.0, -0.1, -0.1], [-0.1, 0.0, 0.1], [0.3, 0.2, -0.2], [0.0, 0.0, 0.1], [0.5, 0.1, 0.2], [0.0, -0.2, 0.0], [0.1, -0.1, 0.0], [-0.1, 0.0, 0.0], [0.0, 0.1, -0.2], [0.1, 0.0, 0.0], [0.0, 0.0, 0.0], [0.0, 0.0, 0.0], [0.0, -0.1, -0.1]], "mol_weight_g_mol": 286.400, "lumo_ha": 0.0182, "smiles": "CCCSC1=C(C#N)[C@H](c2ccccc2C)CC(=O)N1", "homo_ev": -8.629, "gap_ha": 0.33531}


{"formula": "C4H8OS", "method": "ωB97M-V/def2-TZVPD", "elements": ["H", "H", "H", "H", "C", "O", "C", "S", "C", "H", "H", "H", "H", "C"], "positions_angstrom": [[-1.099080, -0.785035, -0.787841], [-1.960782, 1.135133, -1.675038], [1.099999, -2.108107, 2.935556], [1.130838, 1.147302, -2.390692], [0.645669, -1.236478, 2.453347], [0.317420, 0.095181, 0.492761], [-0.390256, 0.015871, -0.805057], [0.849415, -0.167878, -2.246239], [-1.093126, 1.351222, -1.041822], [-0.451452, 2.051179, -1.746314], [1.126703, -1.880448, 0.609137], [-1.215620, 1.908670, -0.088301], [0.371244, -0.502848, 3.160939], [0.669028, -1.023765, 1.129565]], "forces_ev_per_a": [[-0.1, -0.8, -0.1], [-0.3, 0.4, 0.7], [-0.2, 0.1, -0.8], [-0.1, -0.4, 0.3], [0.5, 0.2, -0.5], [-1.2, 0.8, -1.3], [2.5, 1.6, 0.1], [-0.7, -0.6, 0.8], [1.5, 1.4, -1.2], [-1.2, -1.3, 1.7], [-0.4, 0.7, -0.8], [-0.6, -0.6, -0.7], [-0.6, 0.9, 0.5], [0.8, -2.4, 1.2]], "mol_weight_g_mol": 104.174, "lumo_ha": 0.0313, "smiles": "C=CO[C@@H](C)S", "homo_ev": -9.093, "gap_ha": 0.36548}


> Number 1 is which compound?

C6H7N